Record 1
Formula: C4H9N2
Source: OMol25
Level of theory: ωB97M-V/def2-TZVPD

The HOMO energy is -0.5667 Eh. As for the charge: +1. For the HOMO-LUMO gap, the calculation gives 11.045 eV. Its LUMO energy is -4.376 eV.

Each line ends with the Mulliken charge.
Geometry (Å):
C: 0.0629 -0.4896 -0.3060  0.410
C: 1.7962 0.1876 -1.1078  -0.233
C: -1.3543 0.5496 1.4290  -1.183
C: -1.2477 -0.5545 0.2718  -0.336
N: 0.4089 0.4582 -1.4442  -0.324
N: 1.3372 -0.7843 -0.1622  -0.058
H: 2.4298 -0.1936 -1.7922  0.376
H: 2.0335 1.1686 -0.6777  0.253
H: -0.5239 0.4746 2.0005  0.435
H: -2.2010 0.3886 2.0568  0.384
H: -1.4519 1.6602 1.0891  0.292
H: -2.0215 -0.5252 -0.4547  0.342
H: -1.2431 -1.4081 0.9420  0.250
H: 0.1591 0.3672 -2.3548  0.233
H: 1.8156 -1.2992 0.5104  0.157

---

Record 2
Formula: C4H9N2
Source: OMol25
Level of theory: ωB97M-V/def2-TZVPD

The HOMO energy is -0.5504 Eh. As for the charge: +1. For the HOMO-LUMO gap, the calculation gives 11.738 eV. As for the SMILES: C[C@H]1C(=[NH2+])N1C. Its LUMO energy is -3.240 eV.

Each line ends with the Mulliken charge.
Geometry (Å):
C: 2.0722 -0.2590 -0.0472  -1.528
C: 0.6528 -0.2369 -0.6032  0.271
C: -0.4555 -0.7913 0.2065  0.259
N: -1.2839 -1.6292 0.8872  -0.368
N: -0.5081 0.4669 -0.0931  -0.032
C: -1.2141 1.7182 -0.2739  -0.713
H: 2.2883 0.5586 0.4602  0.498
H: 2.7194 -0.3077 -0.8136  0.387
H: 2.2758 -1.0050 0.6691  0.401
H: 0.5491 -0.5748 -1.7042  0.336
H: -0.8481 -2.4621 1.1656  0.253
H: -2.2031 -1.2910 1.1701  0.257
H: -2.2454 1.5692 -0.0824  0.334
H: -0.9483 1.8887 -1.3396  0.305
H: -0.8510 2.3554 0.3985  0.339

---

Record 3
Formula: C4H9N2
Source: OMol25
Level of theory: ωB97M-V/def2-TZVPD

The HOMO energy is -0.5694 Eh. As for the charge: +1. For the HOMO-LUMO gap, the calculation gives 11.535 eV. As for the SMILES: CC1=N[N+]1(C)C. Its LUMO energy is -3.959 eV.

Each line ends with the Mulliken charge.
Geometry (Å):
C: 0.4309 0.9216 2.0168  -0.878
C: -0.4074 0.9900 0.9086  0.560
N: -1.3366 1.2236 0.0718  -0.544
N: -0.4752 0.1941 -0.5365  0.478
C: -0.9091 -1.2132 -0.4062  -0.839
C: 0.3125 0.5213 -1.6849  -0.935
H: 0.1398 0.0041 2.4489  0.322
H: 0.1320 1.6326 2.7269  0.365
H: 1.4008 0.8845 1.6400  0.339
H: -0.4434 -1.7110 0.4808  0.324
H: -1.9642 -1.3002 -0.2716  0.350
H: -0.5952 -1.7893 -1.3469  0.330
H: 1.0310 -0.3120 -1.8967  0.358
H: -0.3767 0.7378 -2.4480  0.363
H: 0.8543 1.3575 -1.5057  0.404

---

Record 4
Formula: C4H9N2
Source: OMol25
Level of theory: ωB97M-V/def2-TZVPD

The HOMO energy is -0.5389 Eh. As for the charge: +1. For the HOMO-LUMO gap, the calculation gives 11.270 eV. As for the SMILES: C[NH2+][C@@H]1[C@H]2CN21. Its LUMO energy is -3.394 eV.

Each line ends with the Mulliken charge.
Geometry (Å):
C: -0.2875 1.7693 -0.8091  -0.837
N: -0.5095 0.3047 -0.8844  -0.057
C: -0.3976 -0.4137 0.4030  -0.258
C: 1.0040 -0.8765 0.7154  -0.079
C: 0.7250 -2.1397 1.4392  -0.299
N: 0.2198 -1.8503 0.0652  -0.470
H: 0.4999 2.1569 -0.1428  0.325
H: -0.0886 2.2996 -1.7294  0.389
H: -1.2200 2.2997 -0.4613  0.340
H: 0.1339 -0.2180 -1.5713  0.462
H: -1.4546 0.1264 -1.1588  0.362
H: -1.0127 -0.2545 1.3084  0.368
H: 1.8752 -0.3061 0.2850  0.260
H: 1.4559 -3.0386 1.4355  0.236
H: 0.0885 -2.1409 2.2469  0.256

---

Record 5
Formula: C4H9N2
Source: OMol25
Level of theory: ωB97M-V/def2-TZVPD

The HOMO energy is -0.5108 Eh. As for the charge: +1. For the HOMO-LUMO gap, the calculation gives 8.844 eV. As for the SMILES: C=[N+]1CN(C)C1. Its LUMO energy is -5.057 eV.

Each line ends with the Mulliken charge.
Geometry (Å):
C: -2.4688 -0.1006 0.0153  -0.049
N: -1.2045 0.0417 -0.1125  0.085
C: -0.1008 1.0025 -0.1467  -0.503
N: 0.8457 -0.0310 -0.5167  -0.102
C: 2.1503 0.0949 0.1092  -0.953
C: -0.1163 -1.0890 -0.1185  -0.471
H: -2.9255 -1.0469 -0.1115  0.286
H: -3.2061 0.7876 0.2114  0.265
H: 0.2323 1.5519 0.6975  0.327
H: -0.3640 1.7470 -0.8313  0.337
H: 2.8024 0.6450 -0.5960  0.327
H: 2.1667 0.4623 1.1300  0.389
H: 2.7258 -0.8613 0.0766  0.342
H: -0.3874 -1.8979 -0.8180  0.366
H: -0.1496 -1.3061 1.0112  0.353

---

Record 6
Formula: C4H9N2
Source: OMol25
Level of theory: ωB97M-V/def2-TZVPD

The HOMO energy (spin up / spin down) is -0.4989 / -0.5414 Eh. As for the charge: +1. For the HOMO-LUMO gap (spin up / spin down), the calculation gives 7.761 / 10.090 eV. Its LUMO energy (spin up / spin down) is -5.815 / -4.643 eV.

Each line ends with the Mulliken charge.
Geometry (Å):
C: 3.3425 0.4224 0.1810  -0.120
C: -0.0468 -0.4281 -0.5856  0.390
C: -2.4678 0.3613 0.3058  -1.192
C: -1.0828 0.5604 -0.3948  -0.361
N: 2.6685 -0.1162 -0.6341  -0.368
N: 0.1511 -1.5864 -0.2115  -0.213
H: 4.4209 0.2315 0.4920  0.281
H: 2.9009 1.2495 0.8505  0.219
H: -3.1102 1.1763 -0.0119  0.348
H: -2.2184 0.4468 1.2912  0.376
H: -2.9292 -0.5773 0.0155  0.390
H: -1.3868 0.8798 -1.3951  0.324
H: -0.7511 1.4515 0.0554  0.354
H: -0.5721 -2.0766 0.2833  0.262
H: 1.0814 -1.9949 -0.2418  0.309

---

Record 7
Formula: C4H9N2
Source: OMol25
Level of theory: ωB97M-V/def2-TZVPD

The HOMO energy is -0.4869 Eh. As for the charge: +1. For the HOMO-LUMO gap, the calculation gives 8.412 eV. Its LUMO energy is -4.838 eV.

Each line ends with the Mulliken charge.
Geometry (Å):
C: -3.2832 0.6196 -0.1148  -0.199
C: -0.1857 -1.2715 0.2307  -0.367
C: -1.4778 -1.0534 0.0509  0.185
C: 2.5320 0.2672 0.0699  -0.961
N: -2.3444 -0.2012 0.0375  -0.026
N: 1.1330 0.4936 -0.2017  -0.512
H: -3.4231 1.0939 0.7875  0.287
H: -3.8801 0.7419 -0.9730  0.293
H: 0.2509 -1.2401 1.2479  0.313
H: 0.2824 -2.0146 -0.4524  0.309
H: 2.6441 -0.2876 0.9852  0.307
H: 3.0621 1.1461 -0.2348  0.378
H: 2.8256 -0.3754 -0.6996  0.391
H: 1.1032 0.7723 -1.1629  0.294
H: 0.7609 1.3091 0.4296  0.308

---

Record 8
Formula: C4H9N2
Source: OMol25
Level of theory: ωB97M-V/def2-TZVPD

The HOMO energy is -0.5156 Eh. As for the charge: +1. For the HOMO-LUMO gap, the calculation gives 10.048 eV. As for the SMILES: [NH3+][C@]12CCN1C2. Its LUMO energy is -3.982 eV.

Each line ends with the Mulliken charge.
Geometry (Å):
N: -1.7559 0.1531 -0.2673  -0.343
C: -0.3546 0.0372 0.1167  0.374
C: 0.6374 1.1083 0.3080  -0.598
C: 1.7377 0.1472 -0.2553  -0.468
N: 0.5725 -0.7528 -0.7149  -0.411
C: 0.0352 -1.3233 0.5013  -0.528
H: -2.1714 1.0168 -0.7586  0.412
H: -2.4810 -0.0053 0.4505  0.415
H: -2.1841 -0.6419 -0.8464  0.431
H: 0.7644 1.8319 1.1240  0.382
H: 0.5770 1.8806 -0.4991  0.265
H: 2.0533 0.5531 -1.2818  0.271
H: 2.5451 -0.2958 0.2944  0.319
H: 0.8007 -1.5426 1.2690  0.248
H: -0.7763 -2.1664 0.5595  0.231

---

Record 9
Formula: C4H9N2
Source: OMol25
Level of theory: ωB97M-V/def2-TZVPD

The HOMO energy is -0.5046 Eh. As for the charge: +1. For the HOMO-LUMO gap, the calculation gives 8.517 eV. As for the SMILES: C=[N+](C)[C@@H]1CN1. Its LUMO energy is -5.215 eV.

Each line ends with the Mulliken charge.
Geometry (Å):
C: 0.7017 1.4428 0.1286  -0.111
N: 0.6394 0.1700 0.2264  0.072
C: 1.7216 -0.8131 -0.0495  -1.107
C: -0.5761 -0.5355 0.3948  -0.446
C: -1.8934 -0.1564 -0.6889  -0.199
N: -1.8232 0.0751 0.7040  -0.425
H: 1.5813 1.8959 0.0669  0.311
H: -0.1865 1.9073 0.2497  0.263
H: 2.6002 -0.3701 -0.2684  0.431
H: 1.4252 -1.3354 -0.9868  0.409
H: 2.0224 -1.2973 0.8589  0.391
H: -0.3459 -1.5231 0.5793  0.591
H: -1.7214 0.7150 -1.3106  0.279
H: -2.4445 -1.0866 -1.1356  0.277
H: -1.7009 0.9114 1.2312  0.266

---

Record 10
Formula: C4H9N2
Source: OMol25
Level of theory: ωB97M-V/def2-TZVPD

The HOMO energy is -0.4778 Eh. As for the charge: +1. For the HOMO-LUMO gap, the calculation gives 8.064 eV. Its LUMO energy is -4.936 eV.

Each line ends with the Mulliken charge.
Geometry (Å):
C: 0.2710 -2.3179 0.0024  -0.232
C: 0.2042 -1.9638 -1.1780  -0.007
C: -0.6035 1.5627 1.1229  0.355
C: 0.9901 -2.2321 -2.4514  -0.667
N: -1.2168 1.5699 2.3058  -0.330
N: 0.3376 2.4723 0.5851  -0.365
H: -0.2101 -1.8208 0.9035  0.173
H: -0.5807 0.5337 0.9224  0.126
H: 0.3251 -2.0980 -3.3920  0.267
H: 1.8311 -1.4956 -2.3307  0.209
H: 1.3141 -3.2819 -2.4579  0.276
H: -1.8844 0.8294 2.4924  0.292
H: -1.5066 2.2874 3.0389  0.280
H: 0.5331 2.4963 -0.4205  0.314
H: 0.1959 3.4584 0.8571  0.310

---

Record 11
Formula: C4H9N2
Source: OMol25
Level of theory: ωB97M-V/def2-TZVPD

The HOMO energy is -0.5040 Eh. As for the charge: +1. For the HOMO-LUMO gap, the calculation gives 9.021 eV. Its LUMO energy is -4.694 eV.

Each line ends with the Mulliken charge.
Geometry (Å):
C: -2.0778 0.1877 0.6423  0.026
C: -0.7742 0.0713 0.0358  -0.079
C: 2.3443 -0.7104 -0.0238  -0.790
C: 1.5454 0.5527 -0.0838  -0.287
N: -1.7013 -1.1302 0.1427  -0.522
N: -1.7606 0.9140 -0.6089  -0.218
H: -2.5808 0.3501 1.5706  0.358
H: 3.3634 -0.5248 0.2768  0.330
H: 2.2860 -1.1514 -1.0568  0.288
H: 1.9140 -1.5864 0.5559  0.281
H: 1.2817 1.0222 -1.0411  0.355
H: 1.4281 1.1986 0.7420  0.376
H: -1.4982 -1.6936 0.9552  0.273
H: -2.0419 0.5397 -1.5213  0.306
H: -1.7280 1.9606 -0.5856  0.303

---

Record 12
Formula: C4H9N2
Source: OMol25
Level of theory: ωB97M-V/def2-TZVPD

The HOMO energy is -0.6098 Eh. As for the charge: +1. For the HOMO-LUMO gap, the calculation gives 10.946 eV. As for the SMILES: CC[C@@H]1N=[N+]1C. Its LUMO energy is -5.648 eV.

Each line ends with the Mulliken charge.
Geometry (Å):
C: -0.7858 -1.7837 0.0441  -1.399
C: -1.4309 -0.4663 -0.2126  -0.387
C: -0.4235 0.4699 -0.8178  0.170
N: 1.0541 0.1079 -1.1465  -0.512
N: 0.8254 0.8345 -0.1966  0.518
C: 1.7755 1.4250 0.7690  -0.665
H: -1.4491 -2.5715 0.1686  0.414
H: -0.2346 -1.7325 0.9519  0.365
H: -0.2286 -2.1778 -0.7316  0.426
H: -1.7713 -0.0725 0.7087  0.296
H: -2.2395 -0.3253 -0.8258  0.406
H: -0.8116 1.2841 -1.4467  0.381
H: 1.4910 1.2042 1.8291  0.329
H: 1.4104 2.5510 0.5509  0.332
H: 2.8184 1.2529 0.3553  0.328

---

Record 13
Formula: C4H9N2
Source: OMol25
Level of theory: ωB97M-V/def2-TZVPD

The HOMO energy is -0.5002 Eh. As for the charge: +1. For the HOMO-LUMO gap, the calculation gives 9.777 eV. Its LUMO energy is -3.835 eV.

Each line ends with the Mulliken charge.
Geometry (Å):
C: 1.5680 -0.0255 -0.0059  0.285
C: 0.5296 -1.0295 -0.5618  -0.557
C: 0.7121 1.1524 -0.1208  -0.650
C: -0.6902 -0.0651 -0.5816  -0.313
N: 2.7156 -0.3699 0.3008  -0.543
N: -1.4563 -0.1798 0.6262  -0.257
H: 0.8032 -1.2006 -1.7750  0.252
H: 0.3316 -2.0942 -0.2340  0.422
H: 0.4712 1.8641 0.7135  0.323
H: 1.0739 1.7779 -0.9570  0.304
H: -1.4001 -0.0220 -1.4829  0.424
H: 3.3662 0.2569 0.8014  0.275
H: -0.8808 -0.1048 1.4249  0.324
H: -1.8952 -1.1681 0.6305  0.374
H: -2.1845 0.5199 0.5788  0.338

---

Record 14
Formula: C4H9N2
Source: OMol25
Level of theory: ωB97M-V/def2-TZVPD

The HOMO energy (spin up / spin down) is -0.3929 / -0.5657 Eh. As for the charge: +1. For the HOMO-LUMO gap (spin up / spin down), the calculation gives 7.856 / 6.106 eV. Its spin multiplicity is 3. Its LUMO energy (spin up / spin down) is -2.836 / -9.286 eV.

Each line ends with the Mulliken charge.
Geometry (Å):
C: 1.1295 -0.8252 -0.1097  -0.583
C: -1.4027 -0.5135 0.7286  -0.662
C: -1.4378 -0.4376 -0.7476  -0.364
C: -0.2386 0.0934 -0.0506  0.851
N: 2.2024 -0.1761 0.0156  -0.276
N: 0.2682 1.4930 -0.0665  -0.543
H: 0.8187 -1.9058 0.1776  0.308
H: -1.9332 0.2232 1.3329  0.270
H: -1.1738 -1.4973 1.1446  0.247
H: -1.3460 -1.2622 -1.4378  0.283
H: -1.9771 0.4618 -1.1042  0.241
H: 3.1737 -0.4935 0.3589  0.264
H: 1.9641 0.8633 -0.2151  0.374
H: -0.0496 1.8901 0.7976  0.296
H: 0.0022 2.0864 -0.8242  0.295

---

Record 15
Formula: C4H9N2O
Source: OMol25
Level of theory: ωB97M-V/def2-TZVPD

The HOMO energy is -0.5558 Eh. As for the charge: +1. For the HOMO-LUMO gap, the calculation gives 10.430 eV. Its LUMO energy is -4.694 eV.

Each line ends with the Mulliken charge.
Geometry (Å):
C: 2.0010 -0.1930 -0.8570  0.003
C: 1.6613 0.6193 0.3786  -0.346
C: 0.0045 -0.9085 -0.2028  0.503
C: -1.1063 -1.7820 -0.3624  -0.982
N: 1.0174 -0.9819 -1.1420  -0.469
N: 0.3585 -0.0161 0.6484  -0.101
O: -1.0519 1.8522 0.0613  -0.626
H: 2.9229 -0.0264 -1.4700  0.381
H: 2.4963 0.4440 1.2035  0.293
H: 1.3450 1.6102 0.1923  0.348
H: -1.9841 -1.2289 0.0356  0.328
H: -0.9037 -2.7352 -0.0360  0.306
H: -1.3145 -1.8969 -1.4245  0.355
H: -0.2608 0.4883 1.4102  0.371
H: -1.2081 2.5706 0.7492  0.323
H: -1.7815 1.9418 -0.6744  0.311

---

These records have energy above the lowest of the compared OMol25 structures with the same formula, charge and spin values of 2.9923 3.2597 4.5411 4.3333 3.6692 5.8487 4.7927 4.1745 4.5510 4.7991 7.1589 4.8828 3.9074 2.8328 2.4269 eV, in the order they appear.